No. 1
Formula: C29H48Cl2N3O4SiSrTe
Source: the OMol25 dataset
Level of theory: ωB97M-V/def2-TZVPD

Atoms and positions in Å:
C  1.574  4.578  -2.280
C  1.429  4.060  -3.680
H  2.572  5.002  -2.138
H  1.393  3.781  -1.545
H  0.853  5.387  -2.093
C  2.120  4.570  -4.721
C  3.132  5.659  -4.627
H  1.934  4.206  -5.736
H  3.833  5.523  -3.787
H  2.679  6.658  -4.536
H  3.704  5.674  -5.563
Sr  -0.247  -0.938  1.766
Cl  -2.494  0.901  0.861
C  -2.420  -2.182  -0.443
O  -1.316  -2.466  0.092
N  -2.849  -2.691  -1.600
C  -2.122  -3.804  -2.198
C  -3.862  -2.011  -2.414
H  -3.102  -1.452  0.020
H  -1.633  -4.380  -1.408
H  -1.367  -3.454  -2.915
H  -2.840  -4.424  -2.740
H  -4.422  -1.320  -1.769
H  -4.532  -2.759  -2.849
H  -3.395  -1.440  -3.233
H  -1.479  -5.750  4.626
H  -2.495  -4.338  6.916
C  -0.555  -5.200  4.860
C  -1.407  -4.161  6.951
N  -0.856  -3.984  5.608
H  -0.029  -4.938  3.942
C  -0.765  -2.774  5.044
O  -0.431  -2.560  3.860
H  -1.224  -3.259  7.544
H  -1.023  -1.934  5.716
H  0.076  -5.845  5.478
H  -0.924  -5.023  7.424
H  4.237  1.913  3.653
H  3.102  1.290  0.869
C  4.638  0.901  3.499
C  4.023  0.696  1.081
N  3.951  0.185  2.437
H  4.520  0.325  4.425
C  3.089  -0.798  2.748
O  2.198  -1.212  1.977
H  4.046  -0.141  0.379
H  3.259  -1.248  3.741
H  5.707  0.985  3.271
H  4.902  1.338  0.982
O  0.892  1.863  -2.971
C  0.453  2.896  -3.842
C  1.235  1.845  -6.052
C  0.241  2.481  -5.297
H  2.179  1.574  -5.570
C  1.025  1.613  -7.417
H  -0.511  3.253  -3.448
C  -0.962  2.854  -5.908
H  1.796  1.090  -7.992
C  -0.150  2.051  -8.035
C  -1.151  2.669  -7.281
H  -1.731  3.322  -5.291
H  -0.297  1.889  -9.106
H  -2.082  3.003  -7.750
Si  0.753  0.217  -2.786
Cl  1.052  1.967  1.281
C  2.201  -0.610  -3.634
C  -0.844  -0.313  -3.591
C  0.793  -0.119  -0.979
H  2.173  -0.457  -4.722
H  2.181  -1.692  -3.440
H  3.153  -0.218  -3.245
H  1.620  0.446  -0.528
H  0.903  -1.195  -0.738
H  -0.141  0.298  -0.560
H  -0.910  0.070  -4.619
H  -1.695  0.085  -3.019
H  -0.927  -1.407  -3.632
Te  -2.818  0.387  3.653
C  -2.943  -0.251  5.622
C  -2.028  0.315  6.544
C  -2.131  -0.040  7.892
C  -3.135  -0.921  8.319
C  -4.046  -1.464  7.398
C  -3.955  -1.147  6.038
H  -1.268  0.997  6.166
H  -1.424  0.373  8.621
H  -3.214  -1.187  9.380
H  -4.839  -2.139  7.753
H  -4.631  -1.547  5.289

Atomic forces in eV per Å
C -0.1 -0.1 0.1
C 0.5 0.1 -1.0
H -0.1 -0.1 0.2
H 0.1 0.3 -0.1
H 0.1 -0.2 0.0
C -0.9 -0.6 0.5
C 0.5 0.4 -0.2
H 0.0 0.0 0.4
H -0.2 0.1 -0.3
H 0.0 -0.2 0.1
H 0.1 0.1 0.3
Sr -0.9 1.4 0.7
Cl 0.4 -0.2 -1.6
C 0.9 0.5 0.7
O -1.5 -0.2 -0.7
N 0.2 -0.4 -0.4
C 0.0 0.3 -0.2
C 0.1 -0.1 0.4
H 0.3 0.1 -0.1
H -0.1 0.1 -0.2
H 0.0 -0.1 0.2
H 0.1 0.0 0.1
H 0.2 -0.2 -0.3
H 0.0 0.1 0.1
H -0.1 -0.2 0.3
H 0.2 0.2 0.0
H 0.4 0.1 0.0
C -0.2 0.2 0.1
C -0.2 0.2 -0.2
N 0.1 -0.6 0.0
H -0.2 0.0 0.1
C 0.1 0.9 -1.2
O 0.0 -0.6 1.2
H -0.1 -0.1 -0.1
H 0.1 -0.3 -0.2
H 0.0 0.0 -0.1
H 0.0 0.2 0.0
H -0.1 -0.3 -0.2
H 0.6 -0.2 0.1
C 0.2 -0.2 0.1
C -0.7 0.5 -0.4
N -0.2 -0.6 0.6
H 0.1 0.3 -0.1
C -0.5 0.4 -1.0
O 1.4 -0.1 0.9
H 0.2 0.0 0.1
H -0.3 0.2 -0.1
H -0.1 0.0 0.0
H 0.0 -0.3 0.0
O 0.3 0.0 -0.2
C -0.1 -0.2 0.2
C -0.3 0.1 -0.2
C -0.1 0.2 0.2
H -0.4 0.1 -0.2
C 0.1 0.0 0.3
H 0.0 -0.1 -0.1
C 0.3 0.0 -0.3
H -0.3 0.3 0.1
C -0.1 -0.1 0.0
C 0.1 -0.1 0.2
H 0.1 -0.1 -0.2
H 0.1 0.0 0.3
H 0.3 -0.2 0.1
Si -0.1 0.5 -0.4
Cl -0.1 0.1 0.6
C 0.2 -0.2 -0.2
C -0.3 -0.1 -0.2
C 0.0 -0.3 0.0
H 0.1 -0.1 0.3
H 0.0 0.2 -0.1
H -0.2 -0.1 -0.1
H -0.3 -0.2 -0.1
H -0.1 0.4 -0.3
H 0.3 -0.1 -0.1
H 0.0 -0.1 0.2
H 0.2 -0.1 -0.1
H 0.0 0.2 0.0
Te 0.0 -0.3 -0.4
C 0.0 0.2 0.5
C -0.9 -1.0 0.5
C 0.1 0.0 -0.1
C -0.1 -0.1 0.1
C 0.0 -0.1 -0.1
C 1.0 0.5 1.0
H -0.2 -0.1 0.2
H -0.3 -0.1 -0.2
H 0.0 0.1 -0.4
H 0.4 0.3 -0.1
H 0.0 0.0 0.2

Summary:
- Multiplicity: 1
- Total charge: -1
- Energy relative to the best compared isomer or geometry (same formula, charge and spin): 0.00 kJ/mol
- Highest occupied orbital energy: -2.62 eV
- Calculated total energy: -3107.926710 hartree
- F_max: 1.8 eV/Å

How positive or negative is each atom? The Löwdin charges in e answer that: -0.029, -0.218, 0.068, 0.073, 0.095, -0.114, -0.114, 0.097, 0.072, 0.080, 0.065, 1.067, -0.454, -0.322, -0.184, -0.176, -0.040, -0.034, 0.070, 0.090, 0.078, 0.084, 0.102, 0.083, 0.074, 0.095, 0.094, -0.039, -0.043, -0.178, 0.083, -0.285, -0.146, 0.085, 0.127, 0.082, 0.081, 0.101, -0.049, -0.053, -0.090, -0.180, 0.083, -0.297, -0.193, 0.089, 0.142, 0.084, 0.086, -0.157, -0.274, -0.057, -0.200, 0.117, -0.083, 0.154, -0.032, 0.102, -0.105, -0.085, 0.118, 0.096, 0.100, 0.392, -0.217, -0.160, -0.136, -0.265, 0.011, 0.030, 0.036, -0.039, 0.033, -0.049, 0.031, 0.043, 0.015, 0.600, -0.785, -0.207, -0.136, -0.157, -0.141, -0.183, 0.074, 0.087, 0.081, 0.088, 0.071


No. 2
Formula: C2H2I2S
Source: the OMol25 dataset
Level of theory: ωB97M-V/def2-TZVPD

Atoms and positions in Å:
I  -2.490  0.485  -0.013
C  -0.630  -0.231  0.505
S  0.048  -1.829  0.001
C  0.534  -0.165  -0.434
I  2.490  0.472  0.007
H  -0.329  0.080  1.538
H  0.170  0.195  -1.488

Atomic forces in eV per Å
I -0.5 0.1 -0.2
C 2.2 0.3 1.7
S -0.4 0.2 0.0
C -1.6 0.6 -2.6
I -0.3 0.2 0.1
H -0.7 -0.5 -0.9
H 1.2 -0.8 1.9

Summary:
- SMILES: I[C@H]1S[C@@H]1I
- Multiplicity: 1
- Energy relative to the best compared isomer or geometry (same formula, charge and spin): 0.00 kJ/mol
- Highest occupied orbital energy: -9.30 eV
- Calculated total energy: -1070.940080 hartree
- F_max: 3.1 eV/Å

How positive or negative is each atom? The Löwdin charges in e answer that: 0.843, -1.225, 0.714, -1.229, 0.785, 0.046, 0.067


No. 3
Formula: C6H12O
Source: the OMol25 dataset
Level of theory: ωB97M-V/def2-TZVPD

Atoms and positions in Å:
C  2.867  0.203  0.359
C  1.472  -0.429  0.344
C  0.334  0.606  0.352
C  -1.054  -0.055  0.374
C  -1.621  -0.782  -0.871
O  -2.813  0.037  -0.842
C  -2.465  0.554  0.424
H  3.017  0.857  -0.508
H  3.021  0.806  1.261
H  3.650  -0.564  0.334
H  1.359  -1.091  1.213
H  1.378  -1.069  -0.544
H  0.478  1.276  -0.515
H  0.443  1.237  1.244
H  -1.392  -0.587  1.283
H  -1.880  -1.835  -0.696
H  -1.095  -0.691  -1.835
H  -2.732  1.589  0.620
H  -2.959  -0.091  1.328

Atomic forces in eV per Å
C 0.0 0.0 0.0
C -0.1 -0.1 0.0
C -0.3 0.0 0.2
C -0.4 -0.4 0.8
C -0.1 -0.1 0.0
O -0.2 0.0 -0.3
C -1.4 -0.5 1.7
H -0.1 -0.1 0.1
H -0.1 -0.1 -0.1
H -0.2 0.1 0.0
H 0.0 0.1 -0.1
H 0.0 0.1 0.1
H -0.3 -0.2 0.2
H 0.0 -0.1 -0.1
H 2.9 -1.0 -0.2
H 0.1 0.1 -0.1
H 0.0 0.1 0.4
H 0.2 0.3 -0.4
H 0.0 1.7 -2.1

Summary:
- Multiplicity: 1
- Energy relative to the best compared isomer or geometry (same formula, charge and spin): 252.35 kJ/mol
- Highest occupied orbital energy: -9.46 eV
- Calculated total energy: -310.963155 hartree
- F_max: 3.1 eV/Å

How positive or negative is each atom? The Löwdin charges in e answer that: -0.122, -0.274, -0.173, -0.261, -0.134, -0.111, -0.203, 0.072, 0.071, 0.069, 0.110, 0.107, 0.122, 0.114, 0.118, 0.116, 0.122, 0.111, 0.145


No. 4
Formula: C11H15F2N3O
Source: the OMol25 dataset
Level of theory: ωB97M-V/def2-TZVPD

Atoms and positions in Å:
C  -3.894  -1.737  -0.460
N  -4.760  -0.602  -0.202
C  -5.942  -0.654  -1.035
C  -4.050  0.657  -0.325
C  -3.206  0.936  0.937
N  -1.842  1.311  0.640
C  -0.840  0.389  0.629
O  -0.988  -0.758  0.988
N  0.362  0.918  0.192
C  1.592  0.281  0.103
C  1.805  -1.063  0.403
C  3.063  -1.622  0.282
C  4.121  -0.839  -0.143
F  5.348  -1.385  -0.262
C  3.956  0.500  -0.452
C  2.692  1.032  -0.322
F  2.498  2.343  -0.619
H  -4.421  -2.651  -0.194
H  -3.596  -1.798  -1.519
H  -2.994  -1.666  0.146
H  -5.715  -0.584  -2.111
H  -6.613  0.161  -0.765
H  -6.456  -1.597  -0.854
H  -4.785  1.454  -0.457
H  -3.388  0.664  -1.210
H  -3.163  0.029  1.541
H  -3.659  1.729  1.534
H  -1.700  2.210  0.208
H  0.382  1.900  -0.049
H  0.970  -1.657  0.735
H  3.228  -2.661  0.514
H  4.781  1.108  -0.782

Atomic forces in eV per Å
C 0.0 0.0 0.1
N -0.1 0.1 0.0
C 0.0 0.0 0.1
C 0.0 -0.1 0.2
C 0.0 -0.2 -0.2
N -0.2 0.4 0.0
C 0.3 0.5 -0.1
O 0.0 -0.5 0.1
N -0.2 0.5 -0.1
C 0.4 -0.2 -0.1
C -0.1 0.1 0.0
C 0.4 0.1 -0.1
C -0.2 0.0 0.0
F 0.0 0.0 0.0
C 0.0 -0.1 0.0
C -0.1 -0.3 0.1
F -0.1 -0.2 0.1
H 0.0 -0.1 0.0
H 0.0 0.0 0.0
H 0.0 -0.1 0.0
H 0.0 0.0 0.0
H -0.1 0.0 0.0
H -0.1 0.0 -0.1
H 0.0 0.0 0.0
H -0.1 0.0 0.0
H -0.1 0.1 0.0
H 0.0 -0.1 0.0
H 0.1 -0.1 0.0
H 0.0 -0.2 0.1
H 0.0 0.0 0.0
H 0.0 -0.1 0.0
H 0.1 0.1 0.0

Summary:
- SMILES: CN(C)CCNC(=O)Nc1ccc(F)cc1F
- Multiplicity: 1
- Highest occupied orbital energy: -8.41 eV
- Calculated total energy: -867.414227 hartree
- F_max: 0.6 eV/Å

How positive or negative is each atom? The Löwdin charges in e answer that: -0.097, -0.291, -0.117, -0.197, -0.152, 0.054, -0.525, 0.062, 0.142, -0.165, 0.006, -0.005, -0.281, 0.058, 0.065, -0.204, 0.059, 0.085, 0.091, 0.062, 0.086, 0.080, 0.081, 0.110, 0.123, 0.117, 0.118, 0.138, 0.140, 0.104, 0.119, 0.132


No. 5
Formula: CH2N4O3
Source: the OMol25 dataset
Level of theory: ωB97M-V/def2-TZVPD

Atoms and positions in Å:
C  -0.031  -0.682  -0.031
H  2.944  -0.841  0.752
H  -0.217  2.632  0.560
N  1.228  -1.091  -0.329
N  -2.336  -0.771  -0.249
N  -1.985  0.431  -0.154
N  -0.668  0.506  0.337
O  2.121  -0.145  -0.180
O  -1.073  -1.500  -0.169
O  0.019  1.462  -0.538

Atomic forces in eV per Å
C 2.0 -1.8 -0.7
H -2.7 3.1 -3.6
H 1.1 -3.3 -3.9
N -6.5 -0.7 0.4
N 3.3 2.4 -0.4
N -1.5 -2.0 1.4
N 1.7 2.0 -3.1
O 5.4 -1.1 4.6
O -1.1 -2.9 -0.1
O -1.8 4.2 5.5

Summary:
- Multiplicity: 1
- Energy relative to the best compared isomer or geometry (same formula, charge and spin): 750.04 kJ/mol
- Highest occupied orbital energy: -9.10 eV
- Calculated total energy: -483.595457 hartree
- F_max: 7.2 eV/Å

How positive or negative is each atom? The Löwdin charges in e answer that: -0.372, 0.309, 0.367, -0.060, 0.138, 0.054, -0.130, -0.180, -0.006, -0.120


No. 6
Formula: C33H34BF4N10ORuS
Source: the OMol25 dataset
Level of theory: ωB97M-V/def2-TZVPD

Atoms and positions in Å:
Ru  0.286  -0.150  0.121
C  -2.501  3.929  2.586
N  -1.447  3.189  1.882
C  -1.386  1.899  1.598
N  -0.286  1.665  0.888
C  0.293  2.895  0.762
N  -0.386  3.836  1.359
C  -3.722  4.139  1.727
C  -4.082  5.410  1.303
C  -5.215  5.589  0.517
C  -5.978  4.501  0.130
C  -5.609  3.223  0.543
C  -4.496  3.050  1.352
C  -6.367  2.056  0.100
N  -7.504  2.003  -0.497
N  -7.749  0.660  -0.751
C  -6.740  0.012  -0.286
O  -5.815  0.829  0.282
C  -6.449  -1.418  -0.356
C  -7.299  -2.268  -1.051
C  -6.962  -3.608  -1.173
C  -5.783  -4.088  -0.627
C  -4.934  -3.242  0.081
C  -3.671  -3.830  0.665
N  -2.687  -2.836  1.077
C  -2.183  -1.838  0.375
N  -1.172  -1.289  1.055
C  -1.096  -2.062  2.183
N  -2.006  -2.993  2.229
C  -5.283  -1.910  0.226
H  -2.052  4.876  2.872
H  -2.743  3.368  3.490
H  -2.116  1.162  1.883
H  1.196  3.084  0.208
H  -3.481  6.265  1.585
H  -5.494  6.582  0.195
H  -6.851  4.623  -0.496
H  -4.248  2.052  1.692
H  -8.199  -1.872  -1.500
H  -7.613  -4.278  -1.717
H  -5.516  -5.130  -0.756
H  -3.183  -4.481  -0.063
H  -3.880  -4.418  1.558
H  -2.537  -1.568  -0.604
H  -0.369  -1.931  2.962
H  -4.656  -1.228  0.783
C  4.045  -2.142  5.308
C  2.925  -1.387  4.647
C  1.907  -0.810  5.401
C  0.863  -0.104  4.809
C  -0.235  0.498  5.641
C  0.844  0.002  3.431
C  1.855  -0.561  2.639
C  2.905  -1.241  3.268
N  1.759  -0.372  1.259
C  2.977  -0.165  0.404
C  2.381  0.302  -0.937
C  3.884  0.903  1.004
C  3.730  -1.473  0.107
H  3.832  -2.324  6.359
H  4.976  -1.576  5.247
H  4.209  -3.102  4.820
H  1.932  -0.911  6.480
H  0.136  0.810  6.616
H  -1.031  -0.230  5.809
H  -0.672  1.366  5.148
H  0.053  0.554  2.947
H  3.687  -1.704  2.694
H  1.532  1.032  -0.810
H  2.114  -0.524  -1.594
H  3.054  0.955  -1.492
H  3.353  1.850  1.118
H  4.728  1.060  0.335
H  4.269  0.606  1.979
H  3.037  -2.270  -0.162
H  4.373  -1.802  0.913
H  4.371  -1.281  -0.754
F  0.698  -1.999  -0.691
B  0.011  -3.218  -1.450
F  -1.057  -2.666  -2.100
F  1.013  -3.689  -2.224
F  -0.369  -4.033  -0.410
S  -1.267  0.366  -1.589
C  -0.352  1.630  -2.231
N  0.264  2.507  -2.663

Atomic forces in eV per Å
Ru 0.0 -0.2 -0.1
C -0.1 0.0 0.0
N 0.1 -0.1 0.0
C -0.1 0.0 -0.1
N 0.0 0.0 0.1
C 0.0 0.0 0.0
N 0.0 0.0 -0.1
C 0.0 0.0 0.0
C 0.0 0.0 0.0
C 0.0 0.0 0.0
C 0.0 0.0 0.0
C 0.0 0.0 0.0
C 0.0 0.0 0.0
C 0.0 0.1 0.0
N 0.1 -0.1 0.0
N 0.1 0.0 0.0
C 0.0 -0.1 0.0
O -0.1 0.0 -0.1
C 0.0 0.0 0.0
C 0.0 0.0 0.0
C 0.0 0.0 0.0
C 0.0 0.0 0.0
C 0.0 0.0 0.0
C -0.1 0.0 0.0
N 0.1 0.1 -0.1
C -0.1 0.0 0.0
N 0.0 -0.1 0.1
C 0.0 -0.1 0.1
N 0.1 0.1 0.1
C 0.0 0.0 0.0
H 0.0 0.0 0.0
H 0.0 0.0 0.0
H 0.0 0.0 0.0
H 0.0 0.0 0.0
H 0.0 0.0 0.0
H 0.0 0.0 0.0
H 0.0 0.0 0.0
H 0.0 0.0 0.0
H 0.0 0.0 0.0
H 0.0 0.0 0.0
H 0.0 0.0 0.0
H 0.0 0.0 0.0
H 0.0 0.0 0.0
H 0.0 0.0 0.0
H 0.0 0.0 0.0
H 0.0 0.0 0.0
C 0.0 0.0 0.0
C 0.0 0.0 0.0
C 0.0 0.0 0.0
C 0.0 0.0 0.0
C 0.0 0.0 0.0
C 0.0 0.1 0.0
C 0.1 0.0 0.1
C -0.1 0.0 0.0
N 0.0 0.0 0.2
C 0.0 -0.1 0.0
C 0.0 0.0 0.0
C -0.1 0.0 0.1
C -0.1 0.0 0.0
H 0.0 0.0 0.0
H 0.0 0.0 0.0
H 0.0 0.0 0.0
H 0.0 0.0 0.0
H 0.0 0.0 0.0
H 0.0 0.0 0.0
H 0.0 0.0 0.0
H 0.1 -0.1 0.1
H 0.1 0.0 -0.1
H -0.1 0.0 -0.1
H 0.1 0.1 -0.1
H 0.1 0.0 0.1
H 0.0 0.0 0.0
H 0.0 0.0 0.0
H 0.0 0.0 0.0
H 0.0 0.0 0.0
H 0.1 0.0 0.1
H 0.0 0.0 0.0
F 0.1 0.3 -0.2
B 0.1 -0.2 0.2
F -0.1 0.0 -0.1
F -0.1 0.0 0.0
F 0.0 0.0 0.0
S -0.1 0.1 -0.1
C -0.2 0.0 -0.3
N 0.1 0.0 0.2

Summary:
- Multiplicity: 1
- Total charge: +1
- Energy relative to the best compared isomer or geometry (same formula, charge and spin): 0.00 kJ/mol
- Highest occupied orbital energy (spin up / spin down): -11.06 / -11.06 eV
- Calculated total energy: -2818.117628 hartree
- F_max: 0.4 eV/Å

How positive or negative is each atom? The Löwdin charges in e answer that: 1.202, -0.050, -0.078, -0.132, -0.111, -0.157, 0.164, -0.199, -0.017, -0.039, 0.005, -0.126, 0.021, -0.291, 0.136, 0.135, -0.284, 0.117, -0.128, -0.001, -0.042, -0.021, -0.184, -0.041, -0.092, -0.174, -0.039, -0.148, 0.164, 0.020, 0.132, 0.136, 0.139, 0.122, 0.120, 0.116, 0.125, 0.112, 0.123, 0.115, 0.124, 0.143, 0.143, 0.093, 0.109, 0.112, -0.027, -0.230, 0.037, -0.243, -0.025, -0.020, -0.243, 0.039, -0.028, -0.556, -0.077, -0.005, 0.000, 0.083, 0.094, 0.091, 0.132, 0.088, 0.094, 0.073, 0.079, 0.107, 0.022, 0.097, 0.130, 0.088, 0.104, 0.086, 0.094, 0.075, 0.109, -0.152, -1.183, 0.141, 0.205, 0.169, 0.675, -0.793, 0.095